1.
Entry from the OMol25 dataset: a molecular structure, C25H43BF4N6O2PRbS4 (ωB97M-V/def2-TZVPD).

Structure (XYZ):
```
87
Properties=species:S:1:pos:R:3:forces:R:3
Rb -1.1095 -1.1593 -0.1484 0.0 0.2 -0.1
S 1.1392 1.3093 4.7466 0.0 0.0 0.0
S 0.6442 -0.7651 2.7143 0.0 0.0 0.0
S -1.9471 1.5604 1.6520 0.0 0.0 0.0
S -0.9102 3.1583 3.8964 0.0 0.0 0.0
P 2.5468 -0.3664 -1.1578 0.0 0.0 0.0
F -2.2920 -3.8598 -0.3613 -0.1 0.0 0.0
F -0.5337 -3.8304 -1.8228 0.0 0.0 0.0
F -2.4017 -2.5624 -2.2524 -0.1 -0.1 0.0
F -2.5031 -4.8665 -2.4290 0.0 0.0 0.0
O 1.2860 -0.6436 -1.8851 0.0 0.0 0.0
O 0.7112 3.6353 5.9327 0.0 0.0 0.0
N -2.2108 2.2313 -1.6549 0.1 0.0 0.0
N -2.1083 -2.9603 2.5577 0.1 0.1 0.1
N 2.5678 1.1467 -0.5240 0.0 0.0 0.0
N -2.2497 0.8870 -2.1095 0.0 -0.1 0.0
N 2.8459 -1.5669 -0.0717 0.0 0.0 0.0
N 3.9590 -0.3548 -2.0710 0.0 0.0 0.0
C 3.7169 1.7923 0.1161 0.0 0.0 0.0
C -3.4888 -1.2226 3.5182 0.0 0.0 0.0
C -3.8850 3.1768 -3.1597 0.0 0.0 0.0
C -3.1975 4.3048 -1.0318 0.0 0.0 0.0
C -4.6018 2.2473 -0.9377 0.0 0.0 0.0
C 4.0451 0.6318 -3.1577 0.0 0.0 0.0
C -3.3542 -2.3992 2.7720 0.0 0.0 0.0
C 1.2935 1.7380 -0.0418 0.0 0.0 0.0
C 4.8965 -1.4089 -3.9966 0.0 0.0 0.0
C -5.7586 -2.4643 2.5234 0.0 0.0 0.0
C -3.4797 2.9640 -1.7037 -0.1 0.0 0.0
C 2.9566 -3.7282 0.7758 0.0 0.0 0.0
C 3.6151 -2.7978 1.7959 0.0 0.0 0.0
C 4.3958 -1.6742 -2.5741 0.0 0.0 0.0
C -5.8908 -1.3068 3.2801 0.0 0.0 0.0
C -0.7870 1.6623 2.9498 0.0 0.0 0.0
C 4.0593 -0.2079 -4.4304 0.0 0.0 0.0
C 3.0956 2.5217 1.3043 0.0 0.0 0.0
C 2.0296 -2.7788 0.0292 0.0 0.0 0.0
C 1.7455 2.9640 0.7427 0.0 0.0 0.0
C 3.7983 -1.4761 1.0358 0.0 0.0 0.0
C -4.5097 -3.0079 2.2686 0.0 0.0 0.0
C 0.1720 0.7955 3.3496 0.0 0.0 0.1
C -4.7412 -0.6909 3.7648 0.0 0.0 0.0
C 0.3862 2.8677 5.0450 0.0 0.0 0.0
B -1.9363 -3.7967 -1.7406 0.0 -0.1 0.0
H 3.7150 3.3446 1.6651 0.0 0.0 0.0
H -3.0957 3.7120 -3.6920 0.0 0.0 0.0
H -4.8091 3.7568 -3.2206 0.0 0.0 0.0
H -2.5976 -0.7058 3.8556 0.0 0.0 0.0
H -4.8118 0.2380 4.3179 0.0 0.0 0.0
H 4.4806 1.0695 0.4034 0.0 0.0 0.0
H 2.9311 1.8199 2.1261 0.0 0.0 0.0
H 0.6417 1.9772 -0.8803 0.0 0.0 0.0
H -2.0183 -3.5173 1.7201 0.0 0.0 0.0
H 3.5651 -0.6324 1.6901 0.0 0.0 0.0
H -1.3152 -2.3501 2.7509 0.0 0.0 0.0
H -3.1827 0.4870 -2.0858 0.0 0.0 0.0
H -4.2976 2.0628 0.0951 0.0 0.0 0.0
H 4.8200 -1.3611 0.6495 0.0 0.0 0.0
H 3.0399 -0.5261 -4.6598 0.0 0.0 0.0
H 3.2081 1.3276 -3.1074 0.0 0.0 0.0
H -1.9004 2.1962 -0.6830 0.0 0.0 0.0
H -6.6393 -2.9485 2.1152 0.0 0.0 0.0
H -4.0957 4.9273 -1.0258 0.0 0.0 0.0
H 3.5582 -2.3774 -2.5960 0.0 0.0 0.0
H 1.8839 3.8182 0.0708 0.0 0.0 0.0
H -4.0527 2.2228 -3.6643 0.0 0.0 0.0
H 4.9733 1.2105 -3.0701 0.0 0.0 0.0
H 2.4168 -4.5556 1.2366 0.0 0.0 0.0
H 5.1700 -2.0996 -1.9313 0.0 0.0 0.0
H -6.8678 -0.8780 3.4671 0.0 0.0 0.0
H 2.9316 -2.6257 2.6292 0.0 0.0 0.0
H 3.7010 -4.1382 0.0855 0.0 0.0 0.0
H 0.7728 1.0466 0.6227 0.0 0.0 0.0
H -2.8727 4.1452 -0.0011 0.0 0.0 0.0
H 4.1860 2.5079 -0.5743 0.0 0.0 0.0
H -4.8626 1.2898 -1.3962 0.0 0.0 0.0
H -1.8884 0.8321 -3.0514 -0.1 0.0 0.0
H 1.0193 3.2348 1.5069 0.0 0.0 0.0
H 1.7103 -3.1252 -0.9509 0.0 0.0 0.0
H 5.9557 -1.1353 -3.9824 0.0 0.0 0.0
H -4.4110 -3.8987 1.6587 0.0 0.0 0.0
H -2.4044 4.8300 -1.5680 0.0 0.0 0.0
H 4.4680 0.3222 -5.2924 0.0 0.0 0.0
H 1.1373 -2.5974 0.6373 0.0 0.0 0.0
H -5.5101 2.8560 -0.9302 0.0 0.0 0.0
H 4.7805 -2.2813 -4.6405 0.0 0.0 0.0
H 4.5576 -3.1805 2.1909 0.0 0.0 0.0
```
Positions in Å, forces in eV/Å.

Values from the calculation:
E_LUMO in eV: 3.9
HOMO energy in eV: -1.0443
Kohn-Sham gap in eV: 4.9
Total charge: -2
ΔE to the lowest compared entry with this formula, charge and spin in kcal/mol: 0.0

2.
Entry from the OMol25 dataset: 3 unconnected molecules or ions with the total composition C25H43Br2ClN5O3 at a distorted geometry (ωB97M-V/def2-TZVPD).

Structure (XYZ):
```
79
Properties=species:S:1:pos:R:3:forces:R:3
Br 4.1410 1.1622 0.5885 -0.1 0.0 0.0
Br 5.8321 -0.4795 2.9796 -0.1 -0.1 0.0
Cl 0.1727 1.8682 1.0940 -0.1 0.0 -0.1
O -2.2448 -0.9908 0.3774 0.0 0.4 -0.3
O 1.4256 1.9283 3.3539 0.7 0.9 1.0
O -1.4936 -1.9341 2.2635 -0.3 -0.1 0.8
N 1.7630 -2.5841 -2.5134 -0.2 -0.6 1.2
N -0.4387 -3.6644 -6.6373 -0.2 -0.1 0.2
N 2.4952 -1.5579 -0.5607 -0.4 -0.1 0.1
N -5.2485 -2.2386 0.2438 0.1 0.1 0.0
N -1.1549 5.3286 6.1970 -0.1 0.0 0.1
C 4.2729 -1.1958 2.2130 0.4 0.5 0.0
C 3.8623 -2.5263 2.7289 -0.1 -0.2 0.0
C 0.9865 -3.7063 -6.3863 0.1 0.1 0.0
C 0.9818 -0.2954 2.6298 0.0 0.4 -0.4
C 1.0600 6.4718 5.6092 0.1 0.0 0.1
C 1.5627 -2.3442 -6.0250 0.1 0.0 0.0
C -1.9531 6.2997 6.9261 -0.2 0.1 0.1
C -4.3624 -1.9815 1.1033 0.1 -0.3 0.1
C 1.1246 -0.9494 1.2879 0.6 -0.5 -0.4
C -1.9382 7.7550 6.4448 0.0 0.0 0.1
C 0.0420 -1.4836 0.5598 0.0 0.3 -0.3
C 0.2823 5.4061 6.3920 0.2 -0.1 -0.1
C -0.9738 3.8946 4.1915 -0.1 0.0 -0.1
C 0.2001 -2.0316 -0.6912 0.3 0.2 0.0
C -0.2558 -2.8631 -9.0628 -0.1 0.0 0.0
C 0.9887 1.2199 2.5432 -0.5 -0.7 -0.7
C 3.6109 -0.5039 1.2883 0.1 0.0 -0.1
C 2.3696 -1.0168 0.6808 -0.5 0.1 0.3
C -1.3260 -1.4804 1.1703 0.3 -0.3 0.0
C -1.5894 5.1309 4.8297 0.0 0.0 -0.1
C -1.0607 -4.9786 -6.6743 0.0 -0.2 0.1
C -3.5327 -0.7419 0.9855 -0.7 0.2 -0.1
C -0.6361 -5.9486 -7.7818 -0.1 0.0 0.0
C 1.4697 -2.0767 -1.2589 0.1 0.0 -0.5
C -0.8669 -2.7261 -7.6636 0.0 0.3 -0.1
H 0.0501 -0.5526 3.1171 -0.2 -0.2 0.0
H 0.0963 4.0075 4.0287 0.0 0.0 0.0
H -1.3825 6.0017 4.1874 0.0 0.0 0.0
H -1.0304 -5.6568 -8.7534 0.0 0.0 0.0
H -2.1440 -4.8429 -6.7154 0.0 0.1 0.0
H 3.2423 -3.0607 2.0182 -0.3 0.0 -0.1
H -1.0260 -6.9444 -7.5638 0.0 0.0 0.0
H 2.6011 -2.4543 -5.7066 0.0 0.0 0.0
H -0.4825 -1.9701 -9.6474 0.0 0.0 0.0
H 3.4178 -1.5673 -0.9795 0.1 0.1 0.0
H 0.9912 -3.1480 -2.8512 -0.1 0.2 -0.4
H 0.4481 -6.0337 -7.8600 0.0 0.0 0.0
H -0.8662 -5.4589 -5.7086 0.1 0.0 0.0
H -4.0403 -0.0505 0.3268 0.1 0.1 -0.3
H -0.6624 -1.7146 -7.3022 0.0 0.0 0.0
H 0.9062 7.4724 6.0089 -0.1 0.0 -0.1
H 1.5585 -4.1212 -7.2300 0.0 0.0 0.0
H 1.1523 -4.3865 -5.5431 -0.1 -0.1 0.0
H -5.7111 -3.1099 0.4973 -0.2 0.0 -0.2
H -1.6541 6.2691 7.9768 0.1 0.0 0.0
H -1.4348 3.7154 3.2176 0.0 0.0 0.0
H -1.1381 3.0136 4.8158 0.0 0.0 0.1
H 3.3150 -2.4195 3.6618 0.0 0.0 0.2
H 0.4735 5.5333 7.4598 -0.1 0.1 0.0
H 4.7298 -3.1439 2.9183 0.2 -0.1 0.1
H -0.9970 8.2526 6.6738 0.0 0.0 -0.1
H -0.6403 -2.4162 -1.2427 -0.2 -0.1 -0.1
H 1.7839 -0.5487 3.3038 0.3 -0.2 0.2
H 2.5614 -3.2087 -2.4364 0.2 0.2 -0.5
H 0.7922 6.4812 4.5516 0.0 0.0 0.0
H 1.5566 -1.6550 -6.8687 0.0 0.0 0.0
H -2.6757 5.0086 4.8396 0.0 0.1 0.1
H -2.9890 5.9462 6.9106 0.0 0.0 -0.1
H -2.1195 7.8341 5.3724 0.0 0.0 0.0
H -1.9548 -2.7796 -7.7383 0.0 -0.1 0.0
H 2.1296 6.2613 5.6708 0.0 0.0 0.0
H 1.0017 -1.8904 -5.2062 0.0 0.0 0.0
H 0.7093 4.4291 6.1467 0.0 0.0 0.0
H 0.8303 -2.9608 -9.0304 0.0 0.0 0.0
H -4.1630 -2.6251 1.9555 0.1 -0.1 0.2
H -0.6587 -3.7143 -9.6082 0.1 0.0 0.0
H -2.7274 8.3144 6.9504 0.0 0.0 0.0
H -3.4177 -0.2711 1.9557 0.3 0.0 0.2
```
Positions in Å, forces in eV/Å.

Values from the calculation:
E_LUMO in eV: -4.5
HOMO energy in eV: -9.4232
Kohn-Sham gap in eV: 4.9
Total charge: +1

3.
Entry from the OMol25 dataset: a molecular structure, C25H43Cl2FN5O2RuS at a distorted geometry (ωB97M-V/def2-TZVPD).

Structure (XYZ):
```
80
Properties=species:S:1:pos:R:3:forces:R:3
Ru 0.8197 1.8449 0.3802 -0.7 0.0 0.9
Cl 1.4709 2.2145 -2.3526 0.3 0.5 -0.1
Cl 1.4960 -0.0140 -4.2648 -0.3 0.4 -0.1
S -2.4343 0.4938 1.6430 -1.3 -0.3 0.0
F -3.2598 6.4421 -1.3494 0.0 0.0 0.0
O -1.3268 0.6581 0.6297 1.4 0.1 -0.7
O -1.1453 -3.5598 -0.7347 -0.3 0.4 0.0
N 0.9042 1.1723 2.7611 -0.3 -0.2 -0.8
N 0.4292 -5.1570 -0.9611 -0.1 0.6 -0.1
N 1.4992 -0.4408 -0.5549 0.0 0.7 0.3
N 3.3243 2.0532 0.4616 -0.5 -0.3 -0.5
N 1.6692 3.7626 1.9764 -0.4 0.3 -0.4
C -1.1585 -6.2225 -2.5227 0.1 0.0 0.3
C -1.3845 3.3747 -1.4642 0.2 -0.1 0.1
C 1.0318 -2.7507 -1.0417 0.2 0.3 -0.2
C 2.6010 -0.5409 -1.3016 0.4 -0.3 -0.1
C 1.2469 3.5393 3.3615 0.0 -0.3 0.2
C -2.0649 5.3501 0.3524 -0.3 0.1 -0.3
C 0.0284 -3.8615 -0.8927 0.1 -0.7 0.2
C 1.7845 -5.6550 -0.8649 0.5 -0.3 -0.2
C 3.0938 4.0538 1.8067 0.4 -0.3 0.0
C 2.9525 -1.6909 -1.9785 0.0 0.1 0.3
C -3.7929 -1.7103 2.5099 0.0 0.0 0.1
C -3.2679 -1.1057 1.2217 0.1 0.5 0.4
C -2.1936 4.4202 -1.8761 -0.1 0.1 0.2
C 0.7423 -1.5256 -0.4327 -0.4 -0.6 0.1
C 1.4240 2.0778 3.7902 0.1 0.5 0.2
C 0.5218 1.2587 -3.5156 -0.2 -0.7 -0.4
C 3.8956 2.7707 1.6009 0.0 0.5 0.3
C -4.0748 1.6590 -0.3227 0.1 -0.2 -0.1
C -0.8344 3.3292 -0.1829 0.5 -0.1 0.1
C -0.6291 -6.1478 -1.0898 -0.7 -0.1 -0.1
C 2.1455 -2.8084 -1.8748 -0.2 0.3 0.2
C -1.2574 4.2927 0.7387 0.4 -0.3 -0.1
C -2.4931 5.4229 -0.9670 0.0 -0.3 0.2
C -3.7440 1.6940 1.1544 0.4 -0.3 0.1
C 2.2826 -6.3459 -2.1401 0.0 0.2 0.2
H -1.5543 -5.2576 -2.8288 0.0 0.1 0.0
H -4.4936 2.6173 -0.6211 0.0 0.0 0.0
H 0.9075 1.9333 4.7462 0.2 0.0 -0.1
H 3.3515 -6.5327 -2.0537 0.0 -0.1 0.0
H 1.8112 4.1794 4.0542 -0.2 0.0 -0.1
H -3.1664 1.4905 -0.8977 0.0 0.0 -0.1
H 4.9525 3.0180 1.4436 -0.2 -0.1 0.0
H -0.0963 1.0142 2.8889 0.2 -0.1 0.1
H -4.0711 -0.9175 0.5157 0.1 0.1 -0.1
H 3.8337 -1.7061 -2.5964 0.1 0.1 -0.1
H -2.5203 -1.7413 0.7487 0.2 0.1 -0.1
H 1.1505 4.5547 1.6037 0.0 -0.2 0.1
H -4.5277 -1.0624 2.9843 -0.1 0.0 0.1
H -1.9613 -6.9515 -2.5722 -0.1 -0.1 -0.1
H -0.1605 -1.4192 0.1550 0.0 -0.1 0.0
H 3.2157 0.3381 -1.4097 0.0 0.1 -0.1
H 3.4830 4.6052 2.6705 0.0 0.0 -0.1
H -4.7976 0.8838 -0.5614 0.0 0.0 0.0
H -0.3030 0.7775 -2.9847 0.2 0.2 -0.1
H -2.6017 4.4551 -2.8749 0.0 0.0 -0.1
H -0.2464 -7.1183 -0.7721 0.1 0.1 0.1
H -2.9895 -1.8896 3.2224 0.0 0.0 0.0
H 3.2109 4.6775 0.9162 0.0 0.0 0.1
H -1.4523 -5.8549 -0.4293 0.2 -0.2 0.0
H 0.1893 3.7995 3.4444 0.1 0.0 0.0
H -0.3703 -6.5196 -3.2090 0.0 0.0 -0.1
H -0.9853 4.2244 1.7855 0.1 0.1 0.0
H -4.6033 1.4615 1.7780 -0.1 0.0 0.2
H 2.4800 1.8692 3.9528 -0.1 -0.1 0.0
H 3.5840 2.5348 -0.4000 0.1 -0.2 0.1
H 1.7898 -7.3033 -2.2921 -0.1 0.0 0.0
H -3.3428 2.6677 1.4383 0.0 -0.1 0.1
H 1.8233 -6.3895 -0.0521 0.0 0.2 0.0
H 0.1723 1.9393 -4.2915 0.1 -0.1 0.2
H 3.7044 1.1116 0.4216 0.0 0.1 -0.1
H 1.3713 0.2698 2.7972 -0.2 0.0 0.1
H -1.2139 2.5745 -2.1702 0.1 0.1 0.0
H 2.4487 -4.8351 -0.5941 0.0 -0.1 0.1
H 2.3829 -3.6785 -2.4618 0.0 -0.2 0.0
H -2.3800 6.1039 1.0582 0.0 0.1 0.0
H 3.8339 2.1288 2.4783 0.1 0.0 -0.1
H -4.2750 -2.6606 2.2923 0.0 0.0 0.0
H 2.1111 -5.7365 -3.0255 0.0 0.0 -0.1
```
Positions in Å, forces in eV/Å.

Values from the calculation:
E_LUMO (alpha / beta) in eV: -4.9 / -7.5
HOMO energy (alpha / beta) in eV: -13.5740 / -13.5742
Kohn-Sham gap (alpha / beta) in eV: 8.7 / 6.0
2S+1: 6
Total charge: +2
Expectation value of S²: 8.76
ΔE to the lowest compared entry with this formula, charge and spin in kcal/mol: 30.7